Entry 1:
Molecular formula: C32H65ClFI2N6O8P2
Method: DFT, wB97M-V/def2-TZVPD

Atoms and positions in Å:
C  -1.91972  1.28291  2.66831
C  -0.70164  0.73209  2.16964
C  0.67362  0.03783  1.51371
C  0.48236  -1.57371  1.77069
C  -0.33517  -1.99209  3.12036
C  -1.94706  -2.34878  2.84854
F  -1.96783  -3.72135  2.22159
C  1.93105  0.72020  2.33709
C  1.71009  0.72609  3.99273
Cl  3.53075  -0.29608  2.19110
N  2.36619  2.07325  1.83519
P  1.45646  3.44707  2.44080
N  2.24500  4.81305  1.96842
C  2.54280  2.02402  0.34263
N  3.80480  2.33228  -0.17635
C  4.98943  2.75897  0.71603
N  5.94616  1.62330  1.02159
C  6.69935  1.86826  2.32382
C  4.11192  2.27237  -1.66608
I  3.73241  3.92981  -3.09247
C  4.75453  1.04644  -2.29002
C  5.12831  -0.32449  -1.45390
I  5.23844  0.98217  -4.46738
N  1.35613  1.65075  -0.49830
C  0.43888  2.77707  -0.82962
O  1.10408  4.11916  -0.79550
C  0.10709  5.20039  -0.82311
C  0.70634  0.34865  -0.13103
C  1.68540  -0.77979  -0.90026
O  0.92155  -1.81470  -1.61101
C  1.42852  -3.17049  -1.34055
C  2.87848  -3.37902  -2.09552
P  -0.98558  0.00575  -0.99652
N  -2.19419  0.99177  -0.64127
H  -2.87461  1.96503  2.86073
H  1.48915  -2.19334  1.77529
H  -0.13932  -2.02940  0.85802
H  -0.22985  -1.27222  4.03329
H  0.12970  -3.03259  3.47888
H  -2.49141  -1.53847  2.20298
H  -2.42876  -2.50411  3.92363
H  2.71204  1.22009  4.41593
H  1.70617  -0.36936  4.44899
H  0.84077  1.40470  4.35968
H  0.08063  3.40365  2.01836
H  1.44529  3.51461  3.90562
H  2.56362  5.35561  2.81130
H  4.65590  3.37032  1.65859
H  5.60351  3.52649  0.03818
H  6.66655  1.62514  0.25331
H  6.47518  2.94210  2.79302
H  7.85247  1.82316  2.11299
H  6.33595  1.09637  3.14827
H  6.23325  -0.16828  -1.04386
H  5.11641  -1.30255  -2.11407
H  4.42765  -0.42454  -0.50957
H  0.00380  2.67219  -1.93475
H  -0.44140  2.86489  -0.02805
H  -0.62396  5.14611  0.09872
H  0.71881  6.21577  -0.68207
H  -0.44081  5.29305  -1.86073
H  2.43079  -1.31305  -0.18781
H  2.34232  -0.23070  -1.73227
H  1.44626  -3.41023  -0.18813
H  0.67651  -3.92555  -1.86908
H  3.68774  -3.51807  -1.24398
H  3.18061  -2.41097  -2.70467
H  2.87115  -4.32272  -2.82488
H  -1.47801  -1.35147  -0.71736
H  -0.71808  0.13693  -2.43424
H  -2.97707  0.40705  -0.26830
C  -3.00362  5.95946  3.02912
O  -4.22443  6.23485  2.36268
C  -4.59852  5.24123  1.41323
C  -6.08695  4.88635  1.52836
O  -6.46540  4.18123  2.72005
C  -6.34137  4.88827  3.95968
C  -7.29733  6.07485  4.14025
O  -6.97288  7.14362  3.25368
C  -8.10042  7.69894  2.59470
H  -2.15933  6.28332  2.40711
H  -2.99092  6.51967  3.96659
H  -2.90519  4.89395  3.27342
H  -4.00156  4.33007  1.52552
H  -4.40864  5.65558  0.41851
H  -6.33033  4.20883  0.70150
H  -6.72213  5.76129  1.38608
H  -5.30499  5.17449  4.13548
H  -6.58205  4.15470  4.73980
H  -7.19454  6.46069  5.15846
H  -8.33107  5.73401  4.00361
H  -8.82154  6.92909  2.30121
H  -7.75014  8.19129  1.68459
H  -8.57917  8.44283  3.23823
C  -0.04485  -5.04907  -4.52635
O  -0.09981  -6.33142  -3.92394
C  -1.37259  -6.96214  -4.02840
C  -1.23739  -8.43717  -4.42920
O  -0.78187  -8.67580  -5.76938
C  0.55569  -8.26966  -6.08234
C  1.66623  -9.05432  -5.37136
O  1.68342  -8.77917  -3.97224
C  1.80309  -9.94028  -3.16508
H  -0.43837  -4.29525  -3.83244
H  0.99958  -4.81878  -4.74763
H  -0.60258  -5.01955  -5.47121
H  -2.01879  -6.45097  -4.74974
H  -1.84491  -6.90422  -3.04313
H  -2.23613  -8.88652  -4.37860
H  -0.62948  -8.99463  -3.71583
H  0.67117  -7.19476  -5.94756
H  0.67038  -8.44673  -7.15943
H  2.63418  -8.73972  -5.77175
H  1.54172  -10.12550  -5.57268
H  1.21789  -10.77580  -3.56291
H  1.41234  -9.70272  -2.17297
H  2.85579  -10.22318  -3.07293

Properties
HOMO level ... -10.425 eV
Calculated total energy ... -4025.827733 a.u.
M ... 1032.11 Da
Orbital gap ... 5.760 eV
Total charge ... +1


Entry 2:
Molecular formula: C32H65N3O10
Method: DFT, wB97M-V/def2-TZVPD

Atoms and positions in Å:
C  -7.36020  -16.97831  10.73315
O  -6.25328  -17.27376  11.28938
N  -7.66160  -15.73484  10.38042
C  -9.00324  -15.48972  9.83210
C  -6.82293  -14.56758  10.78194
H  -8.24337  -17.62888  10.63844
H  -9.01110  -14.58541  9.22360
H  -9.58921  -15.14971  10.68600
H  -9.42409  -16.38333  9.37118
H  -5.93935  -15.00086  11.25061
H  -6.57591  -13.99670  9.88686
H  -7.36249  -13.97976  11.52453
C  -14.73551  -16.09429  7.14903
O  -15.86717  -15.91903  6.74029
N  -13.59020  -15.55064  6.63756
C  -12.26839  -15.86501  7.18894
C  -13.69316  -14.55220  5.54355
H  -14.45762  -16.86185  7.88784
H  -11.69590  -14.96798  7.42491
H  -11.66441  -16.43213  6.48065
H  -12.31813  -16.50059  8.07307
H  -12.92180  -13.80549  5.73202
H  -13.50052  -15.13842  4.64503
H  -14.66176  -14.05230  5.53855
C  -10.98442  -15.14483  15.30757
C  -9.46780  -14.85788  15.08945
O  -9.08768  -13.79685  14.81091
C  -8.54480  -16.04502  15.26470
H  -11.45476  -15.29924  14.33647
H  -11.34117  -14.20928  15.73835
H  -11.07199  -16.01210  15.96201
H  -8.84858  -16.76959  14.50917
H  -8.69814  -16.57081  16.20711
H  -7.53719  -15.67137  15.08246
C  -8.96035  -18.86214  6.53214
C  -9.18645  -19.80126  7.74601
O  -9.77522  -19.37209  8.69432
C  -8.91742  -21.24286  7.59379
H  -8.00148  -19.05418  6.05070
H  -8.92892  -17.81061  6.81744
H  -9.85047  -18.88800  5.90357
H  -9.76143  -21.92869  7.66722
H  -8.30139  -21.45935  8.46656
H  -8.32760  -21.50246  6.71468
C  -7.93403  -19.08615  13.78209
C  -8.17759  -20.50894  13.43912
O  -7.96058  -21.45458  14.23556
C  -8.55087  -20.69374  11.97541
H  -7.87664  -19.11419  14.87022
H  -8.78143  -18.48820  13.44674
H  -6.96819  -18.73367  13.42014
H  -7.83172  -20.24403  11.29081
H  -9.53619  -20.25255  11.82507
H  -8.56091  -21.73884  11.66595
C  -16.56480  -24.01091  12.65358
C  -16.06818  -22.66726  13.26212
O  -16.43710  -22.25279  14.38710
C  -15.17119  -21.81976  12.39449
H  -17.09886  -23.84411  11.71814
H  -17.17894  -24.60338  13.33175
H  -15.73270  -24.68075  12.43671
H  -14.69375  -21.04980  13.00055
H  -15.84683  -21.28402  11.72771
H  -14.45001  -22.43800  11.85991
C  -17.42397  -15.18171  11.72845
C  -16.13992  -16.03771  11.66752
O  -15.04912  -15.56941  11.81907
C  -16.40108  -17.52094  11.39222
H  -17.85356  -15.19958  12.73007
H  -18.17158  -15.40188  10.96641
H  -17.10237  -14.17626  11.45689
H  -16.41182  -17.98874  12.37668
H  -15.68464  -18.05712  10.76986
H  -17.38194  -17.73246  10.96646
C  -12.14277  -18.60043  12.95951
C  -11.63606  -17.54470  12.01455
O  -10.52323  -17.09665  12.25513
C  -12.27089  -17.13422  10.65658
H  -12.84723  -18.20546  13.69151
H  -11.26866  -18.96772  13.49722
H  -12.66516  -19.36136  12.37969
H  -12.43226  -16.05686  10.69342
H  -13.32050  -17.39765  10.52610
H  -11.69840  -17.49114  9.80045
C  -16.16166  -15.34115  16.34503
C  -15.69979  -16.79009  15.99529
O  -16.38667  -17.81238  16.18494
C  -14.44556  -16.96410  15.12030
H  -16.39780  -14.73074  15.47340
H  -15.42905  -14.77162  16.91688
H  -17.04207  -15.38635  16.98607
H  -14.39520  -18.02270  14.86549
H  -13.50564  -16.79022  15.64416
H  -14.46345  -16.43333  14.16843
C  -12.38893  -20.83570  10.13648
C  -13.81453  -20.50689  9.53246
O  -14.22069  -19.37816  9.39824
C  -14.53373  -21.67723  8.93343
H  -11.87708  -21.53825  9.47881
H  -12.50154  -21.22783  11.14725
H  -11.77537  -19.94412  10.26587
H  -13.89059  -22.51770  8.67251
H  -15.07209  -21.31903  8.05595
H  -15.27499  -22.16687  9.56501
C  -14.90049  -13.41989  9.34520
C  -14.72653  -12.35080  8.42350
N  -14.54773  -11.44184  7.68308
H  -13.97754  -13.98947  9.45403
H  -15.82761  -13.91093  9.04952
H  -15.15120  -12.80565  10.21004

Properties
HOMO level (spin up / spin down) ... 0.143 / -6.746 eV
Spin multiplicity ... 2
Calculated total energy ... -2174.834317 a.u.
M ... 651.88 Da
Orbital gap (spin up / spin down) ... 1.772 / 8.623 eV
Total charge ... -1